The following is a DFT calculation (ωB97M-V/def2-TZVPD) of 3 unconnected molecules or ions with the total composition C3H13NO3.

Positions of all 20 atoms, in Å:
C 1.34 -0.36 0.83
C 0.09 -1.09 0.35
C 0.32 -2.59 0.31
O -0.28 -0.68 -0.96
N 1.20 1.06 1.11
H 1.67 -0.84 1.76
H 2.11 -0.52 0.08
H -0.72 -0.89 1.06
H -0.61 -3.09 0.03
H 1.08 -2.85 -0.41
H 0.64 -2.94 1.29
H -0.10 0.27 -1.02
H 0.82 1.57 0.32
H 0.54 1.18 1.87
H 1.50 2.30 -2.96
H 1.12 1.00 -3.70
O 0.83 1.60 -3.01
H -2.59 2.07 1.53
H -2.86 0.88 2.43
O -3.23 1.36 1.69

Calculated values
**DFT total energy**: -402.5594 Eh
**Energy relative to the best compared isomer or geometry (same formula, charge and spin)**: 13.18 kcal per mole
**Max |F|**: 0.48 eV/A
**LUMO level**: 0.0197 Eh
**SMILES**: C[C@H](O)CN.O.O

Löwdin charges in e: atom 1 (C): -0.25, atom 2 (C): -0.46, atom 3 (C): -0.06, atom 4 (O): -0.03, atom 5 (N): 0.01, atom 6 (H): 0.11, atom 7 (H): 0.12, atom 8 (H): 0.13, atom 9 (H): 0.08, atom 10 (H): 0.08, atom 11 (H): 0.08, atom 12 (H): 0.05, atom 13 (H): 0.05, atom 14 (H): 0.06, atom 15 (H): 0.04, atom 16 (H): 0.04, atom 17 (O): -0.05, atom 18 (H): 0.03, atom 19 (H): 0.03, atom 20 (O): -0.06